A 2-piece molecular cluster, C4H6N2O4 overall in a non-equilibrium geometry, computed with ωB97M-V/def2-TZVPD.

Calculated values
orbital gap: 11.29 eV
SMILES: O=COCc1ncon1.O
ΔE to the lowest compared entry with this formula, charge and spin: 55.6 kcal per mole
E_HOMO: -0.3979 Ha
electronic energy: -566.45044 hartree

```
! RIJCOSX wB97M-V def2-TZVPD def2/J DEFGRID3
* xyz 0 1
O 0.58 2.26 2.57
C 0.83 1.41 1.76
O 0.05 0.28 1.63
C 0.61 -0.89 1.03
C -0.14 -1.23 -0.22
N -0.33 -0.35 -1.26
C -0.91 -1.09 -2.15
O -1.10 -2.33 -1.74
N -0.64 -2.41 -0.44
H 1.75 1.37 1.14
H 1.67 -0.73 0.79
H 0.53 -1.72 1.74
H -1.34 -0.79 -3.10
O -0.29 2.41 -0.67
H -1.07 2.31 -0.06
H -0.19 1.50 -1.02
*
```